Entry 1:
A structure of composition C16H28BF4LiO8 at a distorted geometry, computed with wB97M-V/def2-TZVPD.

Each line ends with the Mulliken charge.
Positions of all 58 atoms, in Å:
Li (44.2420, 35.4500, 4.0090)  0.861
B (41.5450, 36.1620, 3.4390)  1.034
F (41.4060, 36.2710, 2.1340)  -0.326
F (42.6680, 36.9480, 3.7640)  -0.592
F (40.5700, 36.8200, 4.2000)  -0.621
F (41.8600, 34.8750, 3.8930)  -0.323
C (42.7500, 38.6170, 6.9310)  -0.271
O (42.2310, 37.3270, 7.0420)  -0.590
H (41.7580, 39.2320, 6.9190)  0.182
H (43.3450, 38.6260, 6.1200)  -0.019
H (43.4370, 39.1090, 7.5900)  0.371
H (41.3830, 37.1320, 6.5770)  0.326
C (41.0940, 31.8910, 2.5180)  -0.462
O (41.5150, 32.5490, 1.5150)  -0.576
H (40.4140, 31.0720, 2.0740)  0.184
H (40.7550, 32.7400, 3.1600)  0.228
H (41.7620, 31.2380, 3.0200)  0.228
H (41.4880, 33.4140, 1.6970)  0.358
C (45.6440, 38.0150, 3.2470)  -0.356
O (45.8650, 36.7930, 4.0180)  -0.521
H (44.4170, 37.9970, 2.8460)  -0.089
H (46.2440, 37.8460, 2.2040)  0.190
H (45.9220, 38.7290, 3.8980)  0.508
H (46.5710, 37.0300, 4.8340)  0.336
C (44.4940, 34.8820, 1.3010)  -0.543
O (44.2050, 34.0870, 2.3800)  -0.512
H (43.9250, 34.8010, 0.5430)  0.483
H (45.6070, 34.8330, 1.2180)  0.251
H (44.0960, 35.9070, 1.5590)  0.066
H (43.4770, 33.3640, 2.1990)  0.305
C (39.6540, 42.4560, 3.8480)  -0.518
C (39.0040, 41.2220, 3.5960)  -0.737
C (39.8070, 40.1210, 3.4060)  0.672
C (41.2170, 40.1690, 3.3570)  0.105
C (41.8130, 41.3720, 3.7640)  -0.635
C (41.0040, 42.4710, 4.1050)  0.594
O (41.5640, 43.6850, 4.6000)  -0.585
O (39.1780, 38.9220, 3.2370)  -0.455
H (39.0410, 43.2610, 4.2680)  0.205
H (37.9780, 41.2470, 3.4590)  0.520
H (42.0190, 39.2700, 3.1090)  -0.170
H (42.9300, 41.3680, 3.7200)  0.373
H (40.9220, 44.4450, 4.8360)  0.318
H (39.8170, 38.2860, 3.3770)  0.210
C (36.6410, 34.3190, 4.0540)  -0.775
C (35.4930, 34.6600, 3.3350)  -0.168
C (35.4920, 35.5280, 2.2200)  0.701
C (36.6400, 36.0240, 1.7960)  -0.637
C (37.9320, 35.7490, 2.4210)  -0.205
C (37.7730, 34.9270, 3.7060)  0.437
O (38.8620, 34.6020, 4.5280)  -0.581
O (34.3850, 35.7510, 1.5600)  -0.575
H (36.4800, 33.7330, 4.8130)  0.686
H (34.5540, 34.1430, 3.6580)  0.288
H (36.6230, 36.6930, 0.8080)  0.042
H (38.9540, 36.1320, 2.0480)  0.230
H (39.5080, 35.3570, 4.3280)  0.231
H (34.4310, 35.9740, 0.6220)  0.322

The HOMO energy comes out at -7.43 eV. The calculation puts the maximum force at 0.17053 hartree/bohr. Its energy relative to the best compared isomer or geometry (same formula, charge and spin) is 190.92 kJ/mol. The value obtained for the HOMO-LUMO gap is 6.862 eV.

Entry 2:
An isolated molecule of C7H8Cl2O at a distorted geometry, computed with wB97M-V/def2-TZVPD.

Each line ends with the Mulliken charge.
Positions of all 18 atoms, in Å:
C (1.1241, 1.9235, -1.9205)  0.071
C (0.8925, 1.0998, -1.1020)  -1.060
C (0.6977, -0.0835, -0.2454)  0.413
O (0.6973, -1.2835, -0.8763)  -0.508
C (1.5626, 0.1190, 1.0633)  -0.759
Cl (3.2804, -0.3045, 0.7523)  -0.215
C (-0.9883, 0.1187, 0.4572)  0.444
Cl (-1.2994, 1.7290, 1.0252)  -0.178
C (-1.7614, -0.9902, 0.9813)  -0.364
C (-1.8884, -0.5587, -0.4776)  -0.777
H (1.4963, 2.6833, -2.5066)  0.559
H (1.6205, -1.3522, -1.0398)  0.462
H (1.2714, -0.4650, 1.8109)  0.489
H (1.3911, 1.0939, 1.4418)  0.449
H (-2.6068, -0.6746, 1.7374)  0.253
H (-1.2255, -2.0074, 0.9942)  0.222
H (-1.4397, -1.0547, -1.3089)  0.269
H (-2.8242, 0.0071, -0.7866)  0.230

The HOMO energy comes out at -9.57 eV. The calculation puts the maximum force at 0.12285 hartree/bohr. Its energy relative to the best compared isomer or geometry (same formula, charge and spin) is 425.82 kJ/mol. The value obtained for the HOMO-LUMO gap is 10.315 eV.

Entry 3:
A cluster of 7 separate species, C49H63Br2N7OS in total at a distorted geometry, computed with wB97M-V/def2-TZVPD.

Each line ends with the Mulliken charge.
Positions of all 123 atoms, in Å:
C (4.1201, -4.9339, -0.0006)  -0.753
O (3.0359, -4.2222, -0.5931)  -0.305
C (3.5275, -3.4971, -1.7404)  -0.922
C (3.8166, -2.0276, -1.3809)  0.204
C (4.9125, -1.4462, -2.3238)  -0.784
C (5.7940, -0.3482, -1.6203)  -0.817
C (5.3603, 1.0374, -2.1679)  -0.624
C (5.5382, 2.2081, -1.1860)  -0.686
C (4.7429, 2.0338, 0.1449)  -0.261
C (3.4746, 2.9261, 0.2224)  -1.527
C (2.2996, 2.3218, -0.5892)  -0.186
C (1.3757, 1.3920, 0.1911)  0.738
C (1.8429, 0.8517, 1.3804)  -0.466
C (1.0950, -0.0160, 2.1554)  -1.808
C (-0.1469, -0.3615, 1.6861)  1.443
C (-0.6825, 0.1330, 0.4854)  -1.609
C (0.0942, 1.0307, -0.2552)  0.580
C (-0.3644, 1.6311, -1.6082)  -0.614
Br (0.0402, 0.2943, -3.0066)  -0.115
C (-1.8166, 2.1254, -1.7279)  0.381
C (-2.0355, 3.0356, -2.9596)  -1.125
Br (-2.4197, 3.1153, -0.1526)  -0.184
N (-1.9927, -0.2818, 0.0656)  0.624
C (-2.1384, -1.7094, 0.0418)  -0.183
C (-2.5845, -2.3904, -1.0706)  -0.795
C (-2.7304, -3.7693, -1.0497)  -0.365
C (-2.4158, -4.5236, 0.0643)  -0.449
C (-1.9467, -3.8561, 1.1909)  -0.663
C (-1.8213, -2.4877, 1.1686)  1.287
S (-1.1962, -1.5614, 2.5715)  -0.312
H (4.3219, -5.8513, -0.5734)  0.264
H (5.0189, -4.2980, 0.0809)  0.308
H (3.8271, -5.1621, 1.0333)  0.255
H (4.4318, -4.0245, -2.0758)  0.448
H (2.7430, -3.5536, -2.5081)  0.280
H (2.8964, -1.4264, -1.4186)  -0.155
H (4.2183, -1.9788, -0.3589)  0.340
H (5.5811, -2.2778, -2.5939)  0.452
H (4.4947, -1.0519, -3.2602)  0.426
H (6.8301, -0.5904, -1.8851)  0.365
H (5.6474, -0.4614, -0.5406)  0.466
H (4.3297, 0.9541, -2.5426)  0.341
H (5.9848, 1.2311, -3.0556)  0.419
H (6.5851, 2.4390, -0.9542)  0.393
H (5.1257, 3.1071, -1.6779)  0.049
H (5.4232, 2.3442, 0.9547)  0.296
H (4.4834, 0.9837, 0.3364)  0.190
H (3.7668, 3.8884, -0.2219)  0.528
H (3.1710, 3.0999, 1.2637)  0.521
H (1.7810, 3.1501, -1.0854)  0.325
H (2.7565, 1.7109, -1.3876)  0.154
H (2.8363, 1.0725, 1.7650)  0.215
H (1.5031, -0.4301, 3.0745)  0.545
H (0.2477, 2.4966, -1.8653)  0.225
H (-2.5218, 1.2992, -1.8617)  0.263
H (-1.2703, 3.8271, -2.9621)  0.341
H (-1.9550, 2.4393, -3.8768)  0.352
H (-3.0024, 3.5451, -2.8998)  0.222
H (-2.6828, 0.1503, 0.6797)  0.238
H (-2.8300, -1.8618, -1.9915)  0.429
H (-3.1025, -4.2838, -1.9352)  0.186
H (-2.5334, -5.6055, 0.0615)  0.416
H (-1.6708, -4.4087, 2.0884)  0.262
C (-4.9318, 2.7909, 3.7749)  -0.208
C (-5.8041, 1.7370, 3.3908)  -0.855
C (-5.0240, 0.7204, 2.8988)  -0.334
N (-3.7162, 1.1189, 2.9763)  0.433
C (-3.6562, 2.3621, 3.5208)  -1.187
H (-5.2087, 3.7476, 4.1863)  0.509
H (-6.8793, 1.7301, 3.4567)  0.417
H (-5.2856, -0.2456, 2.4996)  0.454
H (-2.9232, 0.5775, 2.6825)  0.076
H (-2.7022, 2.8456, 3.6647)  0.603
C (-3.8168, 3.4541, 8.8011)  -0.566
C (-3.5768, 2.0909, 9.1181)  -0.431
C (-3.3132, 1.4402, 7.9412)  -0.511
N (-3.3886, 2.3547, 6.9277)  0.135
C (-3.6900, 3.5843, 7.4428)  -0.283
H (-4.0540, 4.2476, 9.4907)  0.386
H (-3.5953, 1.6403, 10.0969)  0.388
H (-3.0805, 0.4082, 7.7386)  0.364
H (-3.2433, 2.1536, 5.9514)  0.210
H (-3.7894, 4.4433, 6.8006)  0.350
C (-6.4010, 6.4168, -3.6628)  -0.404
C (-5.7421, 7.2681, -2.7353)  -0.497
C (-5.0493, 6.4669, -1.8672)  -0.376
N (-5.2668, 5.1663, -2.2309)  0.026
C (-6.0857, 5.1272, -3.3269)  -0.463
H (-7.0327, 6.7175, -4.4823)  0.395
H (-5.7734, 8.3448, -2.7097)  0.389
H (-4.4233, 6.7080, -1.0246)  0.378
H (-4.8833, 4.3646, -1.7649)  0.187
H (-6.3727, 4.1884, -3.7701)  0.356
C (1.8280, -4.5257, 6.2320)  -0.513
C (1.6640, -5.8052, 5.6370)  -0.588
C (0.7710, -5.6642, 4.6079)  -0.372
N (0.3871, -4.3520, 4.5610)  0.159
C (1.0295, -3.6510, 5.5436)  -0.437
H (2.4602, -4.2767, 7.0683)  0.403
H (2.1466, -6.7227, 5.9307)  0.404
H (0.3767, -6.3817, 3.9080)  0.355
H (-0.2657, -3.9606, 3.9061)  0.212
H (0.8624, -2.5942, 5.6683)  0.370
C (-4.3799, -8.6016, -4.6322)  -0.362
C (-3.6432, -7.5789, -5.2883)  -0.592
C (-3.4339, -6.5789, -4.3775)  -0.187
N (-4.0187, -6.9551, -3.1980)  0.090
C (-4.5929, -8.1890, -3.3446)  -0.577
H (-4.7135, -9.5336, -5.0577)  0.382
H (-3.3057, -7.5790, -6.3115)  0.377
H (-2.9221, -5.6351, -4.4658)  0.333
H (-4.0252, -6.4109, -2.3553)  0.176
H (-5.1024, -8.6635, -2.5229)  0.360
C (7.3396, 4.1628, -6.0777)  -0.449
C (6.3694, 3.1650, -5.7907)  -0.463
C (5.5211, 3.6813, -4.8482)  -0.556
N (5.9422, 4.9492, -4.5516)  -0.004
C (7.0473, 5.2514, -5.3005)  -0.528
H (8.1570, 4.0891, -6.7758)  0.393
H (6.3026, 2.1819, -6.2271)  0.436
H (4.6572, 3.2580, -4.3631)  0.562
H (5.5077, 5.5630, -3.8876)  0.220
H (7.5284, 6.2110, -5.2145)  0.390

The HOMO energy comes out at -8.08 eV. The calculation puts the maximum force at 0.03613 hartree/bohr. The value obtained for the HOMO-LUMO gap is 8.094 eV.